[1]
86
Properties=species:S:1:pos:R:3 method="wB97M-V/def2-TZVPD" homo_lumo_gap_ha=0.3048 smiles="C#CCCCN1C(=O)c2cccc(OCC)c2C1=O.C1CCOC1.C1CCOC1.C1CCOC1.C1CCOC1" e_homo_ev=-9.25
C 3.33 3.27 -5.15
C 2.34 2.63 -4.54
C 1.40 1.55 -3.78
C 1.35 1.74 -2.18
C 2.79 1.90 -1.47
N 3.14 0.59 -0.76
C 3.37 -0.40 -1.87
O 2.57 -1.24 -2.39
C 4.92 -0.22 -2.25
C 5.74 -0.55 -3.55
C 7.30 -0.22 -3.51
C 7.97 0.40 -2.19
C 7.12 0.72 -0.88
O 7.68 1.27 0.32
C 7.76 0.25 1.37
C 9.19 -0.54 1.39
C 5.58 0.41 -0.96
C 4.37 0.61 0.07
O 4.54 0.71 1.33
H 4.31 3.81 -5.42
H 0.32 1.76 -4.17
H 1.63 0.46 -4.12
H 0.82 0.83 -1.67
H 0.66 2.65 -1.97
H 2.68 2.73 -0.66
H 3.64 2.24 -2.16
H 5.22 -1.00 -4.47
H 7.98 -0.42 -4.44
H 9.11 0.58 -2.21
H 6.95 -0.58 1.24
H 7.56 0.76 2.39
H 9.33 -0.99 0.33
H 10.06 0.17 1.68
H 9.19 -1.43 2.14
C 2.34 -2.99 -5.61
C 2.95 -2.02 -6.59
C 1.89 -1.97 -7.68
O 0.63 -2.19 -7.03
C 0.87 -2.65 -5.69
H 2.74 -2.89 -4.60
H 2.51 -4.02 -5.95
H 3.06 -1.03 -6.13
H 3.93 -2.33 -6.97
H 2.04 -2.76 -8.42
H 1.87 -1.01 -8.20
H 0.61 -1.83 -5.01
H 0.23 -3.50 -5.48
C -1.90 2.12 1.30
C -3.14 1.29 1.03
C -2.72 0.49 -0.19
O -1.30 0.31 -0.10
C -0.79 1.16 0.93
H -1.83 2.48 2.33
H -1.89 2.98 0.63
H -3.32 0.61 1.87
H -4.04 1.88 0.87
H -2.93 1.04 -1.11
H -3.21 -0.48 -0.24
H -0.51 0.53 1.78
H 0.11 1.68 0.58
C -6.24 2.54 4.61
C -7.47 1.71 4.34
C -7.06 0.92 3.12
O -5.64 0.73 3.21
C -5.13 1.59 4.25
H -6.17 2.90 5.64
H -6.23 3.41 3.94
H -7.65 1.03 5.19
H -8.38 2.30 4.18
H -7.27 1.47 2.20
H -7.55 -0.06 3.07
H -4.85 0.95 5.10
H -4.23 2.10 3.89
C -5.59 -2.51 5.90
C -6.64 -2.95 4.91
C -7.92 -2.76 5.70
O -7.69 -1.67 6.60
C -6.28 -1.37 6.62
H -4.64 -2.21 5.44
H -5.38 -3.33 6.60
H -6.63 -2.28 4.04
H -6.51 -3.97 4.55
H -8.15 -3.65 6.29
H -8.77 -2.53 5.06
H -6.14 -0.43 6.09
H -5.94 -1.25 7.65

[2]
107
Properties=species:S:1:pos:R:3 method="wB97M-V/def2-TZVPD" homo_lumo_gap_ha=0.0442 charge=+1 e_homo_ev=-8.78
C -6.09 0.95 1.43
C -5.13 0.47 0.30
C -3.99 1.50 0.21
N -2.77 1.04 -0.49
C -2.22 -0.14 0.02
C -2.10 -1.30 -0.77
C -2.54 -1.24 -2.23
C -4.00 -1.69 -2.44
C -4.87 -0.95 -3.45
N -4.55 -2.67 -1.85
C -1.55 -2.49 -0.26
C -1.40 -3.73 -1.21
C 0.11 -3.87 -1.55
C 0.69 -2.76 -2.54
C 1.15 -3.50 -3.87
S 2.72 -4.47 -3.68
O 3.34 -4.19 -2.33
O 3.64 -4.09 -4.69
Cl 2.37 -6.50 -3.70
C -1.15 -2.53 1.12
C -1.28 -1.36 1.92
C -1.79 -0.20 1.35
O -1.89 0.96 2.10
C -0.65 1.64 2.25
C -0.26 2.53 1.05
C -0.67 4.01 1.28
C 1.28 2.39 0.84
C 1.71 2.37 -0.65
C 1.51 0.93 -1.21
C 1.02 3.44 -1.53
C -0.87 -1.38 3.38
O -1.00 -0.43 4.13
C -0.29 -2.64 4.02
P 0.19 -2.59 5.78
S 0.06 -4.43 6.56
C -0.19 -3.73 3.27
C -0.58 -3.77 1.81
O -0.42 -4.85 1.28
H -6.98 0.32 1.51
H -6.33 2.02 1.35
H -5.56 0.83 2.38
H -5.73 0.37 -0.61
H -4.81 -0.54 0.60
H -4.38 2.34 -0.39
H -3.81 1.90 1.21
H -2.96 0.97 -1.48
H -1.92 -1.91 -2.84
H -2.38 -0.24 -2.66
H -4.56 -1.19 -4.48
H -5.90 -1.33 -3.36
H -4.91 0.13 -3.27
H -3.87 -3.11 -1.22
H -2.02 -3.69 -2.10
H -1.74 -4.58 -0.63
H 0.27 -4.84 -2.03
H 0.75 -3.88 -0.65
H 0.01 -1.92 -2.72
H 1.61 -2.31 -2.06
H 0.34 -4.21 -4.13
H 1.35 -2.76 -4.66
H 0.12 0.87 2.47
H -0.72 2.24 3.17
H -0.72 2.18 0.12
H -0.80 4.24 2.35
H -1.62 4.25 0.80
H 0.07 4.72 0.89
H 1.79 3.27 1.37
H 1.68 1.45 1.28
H 2.81 2.54 -0.67
H 0.51 0.82 -1.66
H 2.23 0.79 -2.03
H 1.67 0.17 -0.43
H 0.04 3.13 -1.90
H 1.70 3.65 -2.37
H 0.92 4.41 -1.01
H -0.76 -1.77 6.44
H 1.48 -2.03 5.84
H 0.19 -4.64 3.74
C 1.43 0.42 -6.11
Br 2.49 -1.13 -5.65
Br 0.54 0.19 -7.80
Br 0.18 0.87 -4.71
H 2.11 1.25 -6.21
Al 3.22 2.95 2.21
C -3.91 -4.92 3.10
O -3.93 -4.34 4.18
O -3.87 -4.36 1.98
O -3.91 -6.16 2.95
C 7.60 3.07 2.23
O 6.47 3.11 1.76
N 8.32 4.19 2.45
N 8.21 1.90 2.58
H 9.25 4.20 2.84
H 7.88 5.08 2.20
H 7.70 1.05 2.43
H 9.13 1.85 2.97
F 0.55 -5.83 8.08
O 7.26 4.98 5.50
H 7.68 4.79 4.65
Cs 3.34 -4.28 -0.29
Be 6.85 6.30 1.11
C 0.51 7.64 -2.32
Cl 0.88 6.42 -3.53
Cl -0.03 6.90 -0.81
H 1.40 8.23 -2.13
H -0.28 8.28 -2.70
Br -1.60 -6.03 -2.81

[3]
97
Properties=species:S:1:pos:R:3 method="wB97M-V/def2-TZVPD" relative_energy_ev=0.0000 homo_lumo_gap_ha="0.2821 / 0.2570" s_squared=0.754 multiplicity=2 charge=+2 e_homo_ev="-13.31 / -13.31"
Sc 0.61 -0.64 0.15
C -2.08 0.93 -2.43
C -0.76 1.56 -2.10
C -0.33 2.70 -2.77
C 0.95 2.91 -2.31
N 1.24 1.90 -1.43
N 0.18 1.08 -1.29
B 2.57 1.63 -0.67
N 2.32 1.80 0.87
C 2.53 2.79 1.68
C 1.92 2.59 2.90
C 1.25 1.37 2.75
C 0.63 0.66 3.86
N 1.48 0.90 1.47
N 2.90 0.10 -0.82
C 4.14 -0.32 -1.01
C 4.19 -1.38 -1.86
C 2.89 -1.64 -2.15
C 2.33 -2.66 -3.12
N 2.06 -0.81 -1.55
N 3.66 2.45 -1.21
C 4.13 2.24 -2.52
C 5.37 2.80 -2.53
C 5.60 3.32 -1.27
C 6.81 3.98 -0.67
N 4.57 3.11 -0.49
H -2.13 -0.17 -2.29
H -2.80 1.50 -1.82
H -2.28 1.11 -3.48
H -0.94 3.17 -3.54
H 1.67 3.74 -2.45
H 3.21 3.61 1.44
H 1.87 3.15 3.87
H -0.34 0.39 3.65
H 1.16 -0.23 4.16
H 0.51 1.35 4.74
H 5.03 0.18 -0.51
H 5.11 -1.73 -2.22
H 2.68 -2.39 -4.10
H 2.65 -3.65 -2.84
H 1.28 -2.60 -3.22
H 3.52 1.64 -3.18
H 6.07 2.74 -3.40
H 7.31 4.62 -1.42
H 6.58 4.62 0.11
H 7.54 3.28 -0.25
C -3.16 -2.36 -0.71
Si -4.15 -0.92 -0.07
C -5.04 -0.19 -1.54
C -5.36 -1.34 1.29
C -3.08 0.26 0.86
C -2.18 -0.50 1.82
C -2.67 -0.59 3.13
C -2.19 -1.40 4.09
C -1.16 -2.22 3.67
C -0.58 -2.05 2.46
N -1.02 -1.17 1.53
Si -3.29 2.14 1.19
C -4.60 2.82 0.10
C -1.64 3.07 1.07
C -3.80 2.37 2.99
H -2.93 -3.20 -0.05
H -2.30 -1.94 -1.26
H -3.68 -2.75 -1.65
H -6.01 -0.73 -1.60
H -4.52 -0.33 -2.50
H -5.34 0.85 -1.44
H -5.82 -0.36 1.43
H -4.87 -1.69 2.21
H -6.18 -2.03 1.03
H -3.58 -0.01 3.24
H -2.77 -1.61 4.97
H -0.81 -2.92 4.36
H 0.36 -2.59 2.30
H -4.16 2.89 -0.88
H -4.88 3.78 0.48
H -5.51 2.16 0.03
H -1.49 3.43 0.03
H -0.83 2.38 1.35
H -1.57 3.98 1.73
H -4.74 1.84 3.25
H -4.13 3.38 3.22
H -2.95 2.05 3.55
C 0.10 -5.63 -1.93
C 1.08 -5.06 -0.99
N 2.13 -5.65 -0.56
N 2.74 -4.80 0.30
C 2.08 -3.67 0.38
S 2.59 -2.24 1.22
N 0.98 -3.84 -0.37
N 0.00 -2.85 -0.69
H 0.32 -6.70 -2.14
H 0.04 -5.14 -2.91
H -0.88 -5.71 -1.45
H 3.64 -5.00 0.78
H -0.14 -2.86 -1.73
H -0.88 -3.07 -0.27

Record-wise energy values, in Eh: -1790.40393 -15372.00577 -3684.34851